# H7O4

A cluster of 4 separate species, H7O4 in total in a non-equilibrium geometry (the ωB97M-V functional and the def2-TZVPD basis, the OMol25 dataset).

Computed properties:
**Charge**: -1
**LUMO energy**: 4.3 eV
**Energy relative to the best compared isomer or geometry (same formula, charge and spin)**: 16.0 kcal per mole
**Kohn-Sham gap**: 8.8 eV
**Strongest force on any atom**: 3.15 eV Å⁻¹
**HOMO energy**: -0.165 Ha
**Energy**: -8304.506 eV

Element x y z (Å)
1 O -0.0599 -0.0458 -1.1581
2 H -0.5062 0.3698 -1.9636
3 O 0.6558 -2.0452 0.5782
4 H 0.3620 -1.2346 -0.0355
5 H -0.0916 -2.5569 0.1970
6 O 1.7752 1.5970 -0.6521
7 H 1.9316 1.2470 0.2496
8 H 1.0561 1.0234 -0.9962
9 O -1.7977 0.8363 1.5403
10 H -1.0855 0.8384 0.8656
11 H -2.2400 -0.0294 1.3747

Results of the natural (NBO) charge analysis, in e, for atoms 1 through 2:
1. O -1.307
2. H 0.436